P) Below is the ion C4H10NS with charge +1, with properties calculated with ωB97M-V/def2-TZVPD.

```
16
Properties=species:S:1:pos:R:3
C 0.2454 0.1906 1.3958
C -0.2170 1.4543 -0.6090
C -0.0895 0.0060 -0.0481
C -1.3556 -0.8438 -0.2618
N 1.1355 -0.6158 -0.8107
S 1.7563 1.2912 1.3833
H -0.5973 0.5645 1.8699
H 0.4660 -0.5708 2.0314
H 0.0494 1.6772 -1.6158
H -0.4826 2.2243 0.1411
H -1.3501 -1.6575 -1.0293
H -2.1088 -0.1634 -0.4749
H -1.7304 -1.3121 0.7600
H 1.9809 0.0606 -0.6940
H 0.8900 -0.8260 -1.7458
H 1.4078 -1.4791 -0.2920
```

Results
Net charge ... +1
Kohn-Sham gap (alpha / beta) ... 6.74 / 6.67 eV
HOMO level (alpha / beta) ... -13.17 / -13.13 eV



Q) Below is the ion C4H10NS with charge +1, with properties calculated with ωB97M-V/def2-TZVPD.

```
16
Properties=species:S:1:pos:R:3
C 1.0635 -0.1054 -1.2264
C 0.0721 -0.0622 -0.0032
C 0.5275 0.9632 1.0096
N -0.3238 -1.4180 0.5639
C -1.5246 0.4912 -0.5956
S -2.8441 0.1367 0.2052
H 1.3885 0.9455 -1.2553
H 0.6549 -0.4407 -2.1926
H 1.9781 -0.6752 -0.8940
H 1.5895 1.0799 1.4504
H 0.4010 1.9661 0.5092
H -0.2391 1.1679 1.6657
H 0.3003 -1.6993 1.3910
H -0.1670 -2.2233 -0.0613
H -1.3891 -1.3042 0.7669
H -1.4875 1.1778 -1.3336
```

Results
Net charge ... +1
Kohn-Sham gap ... 8.93 eV
HOMO level ... -13.76 eV
SMILES ... CC(C)([NH3+])C=S



Energies relative to the minimum, kcal/mol: P) 45.4; Q) 0.0



P) Below is a cluster of 2 separate species, C4H12N2 in total, with properties calculated with ωB97M-V/def2-TZVPD.

```
18
Properties=species:S:1:pos:R:3
C -3.0147 0.6270 -0.6982
C -1.8554 0.5233 -0.0527
N -1.2708 -0.6370 0.4729
H -3.6914 -0.2220 -0.9024
H -3.4545 1.6229 -1.0439
H -1.1917 1.4317 0.1390
H -1.6688 -1.6000 0.0297
H -0.1776 -0.6610 0.2613
C 1.5266 -0.1341 -1.0758
N 1.7752 -0.6774 0.2481
C 2.1629 0.3007 1.1906
H 1.6170 -0.8172 -1.9002
H 0.4697 0.2115 -1.2014
H 2.1509 0.7808 -1.4085
H 2.4754 -1.4600 0.1631
H 3.1609 0.9170 0.9649
H 2.3016 -0.0579 2.2427
H 1.5609 1.1536 1.4251
```

Results
Net charge ... -1
Kohn-Sham gap (alpha / beta) ... 2.67 / 8.94 eV
HOMO level (alpha / beta) ... 1.31 / -5.11 eV
Spin multiplicity ... 2



Q) Below is the ion C4H12N2 with charge -1, with properties calculated with ωB97M-V/def2-TZVPD.

```
18
Properties=species:S:1:pos:R:3
N -0.4319 -1.0409 1.6377
C -0.7170 -0.9617 0.2122
C 0.4633 -1.4441 -0.6885
C -1.1226 0.4758 -0.1441
N -0.2223 1.4888 0.2671
C 0.9240 1.8407 -0.5278
H 0.4468 -0.5982 1.8679
H -0.3651 -1.9938 1.9728
H -1.5685 -1.6115 -0.0169
H 1.3855 -1.4309 -0.1105
H 0.5746 -0.8294 -1.5826
H 0.3144 -2.4979 -0.9506
H -2.1217 0.7375 0.2359
H -1.1769 0.4917 -1.2203
H -0.1467 1.5713 1.2652
H 1.5012 2.5707 0.0293
H 1.6169 1.0193 -0.7269
H 0.6458 2.2126 -1.5201
```

Results
Net charge ... -1
Kohn-Sham gap (alpha / beta) ... 2.79 / 8.97 eV
HOMO level (alpha / beta) ... 1.45 / -4.58 eV
Spin multiplicity ... 2



Energies relative to the minimum, kcal/mol: P) 36.3; Q) 0.0



P) Below is the molecule C4H7NOS2, with properties calculated with ωB97M-V/def2-TZVPD.

```
15
Properties=species:S:1:pos:R:3
C -1.6932 2.0463 1.2792
C -0.8064 1.2168 0.4022
N -1.2568 0.8945 -0.7536
O -0.2951 0.2883 -1.5866
C -0.3379 -1.1179 -1.5344
S 1.0697 -1.8037 -0.6252
C 0.7495 -1.0298 0.9702
S 0.7844 0.7830 1.0865
H -2.6086 2.3256 0.7505
H -1.9756 1.4898 2.1862
H -1.1832 2.9630 1.5962
H -1.2667 -1.4718 -1.1083
H -0.2587 -1.4790 -2.5515
H 1.5271 -1.3905 1.6500
H -0.2137 -1.3654 1.3602
```

Results
Net charge ... 0
Kohn-Sham gap ... 9.56 eV
HOMO level ... -8.97 eV
SMILES ... CC1=NOCSCS1



Q) Below is the molecule C4H7NOS2, with properties calculated with ωB97M-V/def2-TZVPD.

```
15
Properties=species:S:1:pos:R:3
N -1.9108 0.2984 0.3700
C -0.6356 0.1945 0.7429
S -0.1392 0.1552 2.3213
C 0.3427 -0.0884 -0.3849
S 0.9840 -1.8354 -0.3862
C 1.2994 1.0151 -0.7622
C 0.2358 0.5833 -1.7287
O -0.9442 1.3163 -1.9554
H -2.1492 0.6193 -0.5714
H -2.6220 0.2259 1.1039
H 1.3800 -1.6545 0.8804
H 1.2422 2.0598 -0.4767
H 2.2944 0.6494 -1.0173
H 0.5311 0.0064 -2.6069
H -0.7186 2.1309 -2.4233
```

Results
Net charge ... 0
Kohn-Sham gap ... 8.86 eV
HOMO level ... -8.42 eV
SMILES ... NC(=S)[C@]1(S)C[C@@H]1O



Energies relative to the minimum, kcal/mol: P) 23.2; Q) 0.0